1.
Molecular formula: C39H61AsF3N2O8P4Ru
Method: DFT, ωB97M-V/def2-TZVPD

Computed properties:
DFT total energy (eV): -169522.05784
2S+1: 6
E_HOMO (spin up / spin down) (eV): -6.35 / -6.63
Expectation value of S²: 8.764
Orbital gap (spin up / spin down) (eV): 6.427 / 5.974
Relative energy (zero: lowest compared OMol25 entry of this formula, charge and spin) (eV): 6.1679
Strongest force on any atom (eV/Å): 0.9

Positions of all 119 atoms, in Å:
Ru  0.140  0.398  -0.544
C  -0.256  0.308  -5.676
C  -0.126  0.864  -4.258
C  -0.801  2.233  -4.158
P  -0.631  -0.261  -2.840
C  -0.745  -1.948  -3.609
C  -1.641  -2.863  -2.770
C  0.664  -2.526  -3.766
C  -2.399  0.104  -2.545
C  -3.305  0.308  -3.584
C  -4.636  0.636  -3.366
C  -5.588  0.840  -4.517
C  -5.052  0.767  -2.044
C  -4.187  0.511  -0.995
C  -2.846  0.135  -1.209
N  -2.014  -0.177  -0.136
C  -2.448  -1.126  0.754
C  -3.432  -2.075  0.367
C  -3.946  -3.018  1.220
C  -3.525  -3.107  2.549
C  -4.111  -4.119  3.500
C  -2.523  -2.243  2.930
C  -1.962  -1.281  2.075
P  -0.701  -0.297  2.864
C  -1.570  0.909  3.947
C  -2.183  1.961  3.017
C  -2.644  0.334  4.871
C  0.447  -1.308  3.900
C  0.050  -1.636  5.338
C  0.858  -2.561  3.124
H  0.103  1.060  -6.382
H  -1.291  0.082  -5.936
H  0.339  -0.593  -5.821
H  0.940  1.017  -4.061
H  -1.813  2.208  -4.559
H  -0.228  2.973  -4.721
H  -0.859  2.572  -3.129
H  -1.201  -1.817  -4.594
H  -1.376  -2.813  -1.713
H  -1.527  -3.898  -3.099
H  -2.690  -2.585  -2.869
H  1.120  -2.688  -2.790
H  1.318  -1.855  -4.328
H  0.630  -3.486  -4.284
H  -2.965  0.189  -4.607
H  -5.266  0.274  -5.391
H  -5.641  1.894  -4.803
H  -6.595  0.517  -4.251
H  -6.078  1.051  -1.832
H  -4.549  0.554  0.027
H  -3.771  -2.064  -0.660
H  -4.693  -3.716  0.854
H  -5.174  -4.264  3.303
H  -3.994  -3.796  4.535
H  -3.620  -5.090  3.391
H  -2.149  -2.311  3.945
H  -0.776  1.369  4.550
H  -2.989  1.519  2.426
H  -1.447  2.358  2.322
H  -2.601  2.786  3.598
H  -3.421  -0.166  4.293
H  -3.109  1.155  5.421
H  -2.246  -0.371  5.598
H  1.313  -0.637  3.934
H  -0.803  -2.313  5.387
H  -0.175  -0.740  5.917
H  0.889  -2.141  5.822
H  0.014  -3.237  2.980
H  1.646  -3.097  3.656
H  1.241  -2.283  2.143
N  1.899  4.843  0.115
C  0.505  4.547  0.676
C  -0.133  5.776  1.270
P  -0.301  3.784  -0.955
O  -2.583  3.139  0.025
O  0.904  2.860  -1.248
O  -1.276  2.624  -0.255
P  1.734  3.554  2.867
O  2.037  1.997  2.976
O  0.201  0.472  1.909
O  0.668  3.499  1.580
H  1.941  5.710  -0.414
H  2.034  4.006  -0.514
H  2.589  4.826  0.874
H  -0.367  6.502  0.489
H  0.510  6.236  2.027
H  -1.068  5.480  1.744
H  -3.133  2.472  -0.427
H  1.310  1.418  2.579
F  -0.539  -4.448  0.504
C  0.667  -4.300  -0.059
F  0.641  -4.956  -1.238
F  1.555  -4.928  0.728
C  1.052  -2.801  -0.274
O  2.237  -2.592  -0.532
O  0.088  -2.011  -0.167
C  3.806  2.089  -0.440
As  2.809  0.393  -0.364
C  3.464  -0.227  -2.094
C  3.979  -0.601  0.904
C  5.439  -0.370  0.703
C  6.161  -1.123  -0.223
C  7.508  -0.875  -0.445
C  8.164  0.123  0.264
C  7.461  0.864  1.204
C  6.114  0.618  1.420
H  4.857  1.893  -0.645
H  3.731  2.631  0.506
H  3.389  2.676  -1.257
H  4.545  -0.112  -2.171
H  2.984  0.375  -2.868
H  3.187  -1.269  -2.226
H  3.711  -1.643  0.750
H  3.669  -0.297  1.905
H  5.657  -1.918  -0.760
H  8.051  -1.467  -1.171
H  9.214  0.317  0.089
H  7.966  1.635  1.774
H  5.567  1.198  2.156


2.
Molecular formula: C39H61N6OSi2
Method: DFT, ωB97M-V/def2-TZVPD

Computed properties:
DFT total energy (eV): -68171.18565
E_HOMO (eV): -10.36
Orbital gap (eV): 7.341
Strongest force on any atom (eV/Å): 2.3
Charge: +1

Positions of all 109 atoms, in Å:
C  2.438  -1.824  2.763
C  2.454  -1.220  1.333
N  3.829  -1.018  0.828
C  4.389  0.149  0.844
N  5.667  0.354  0.348
C  6.110  1.775  0.468
O  5.167  2.702  0.025
C  3.832  2.257  0.219
C  2.823  3.397  0.293
C  1.404  2.770  0.142
C  0.691  3.186  -1.156
C  -0.484  2.199  -1.408
C  -1.884  2.883  -1.296
C  -2.903  1.889  -0.698
C  -4.099  2.561  0.013
C  -5.458  1.844  -0.288
Si  -5.832  0.459  0.940
C  -4.199  -0.469  1.285
C  -6.400  1.131  2.610
C  -6.994  -0.869  0.231
C  -6.957  -1.104  -1.128
C  -7.769  -2.085  -1.649
C  -8.597  -2.800  -0.826
C  -8.623  -2.557  0.520
C  -7.823  -1.586  1.068
N  3.695  1.292  1.309
Si  4.678  -2.506  0.152
C  6.379  -2.801  0.887
C  3.660  -4.047  0.519
C  4.749  -2.285  -1.716
H  1.887  -1.184  3.451
H  1.942  -2.794  2.729
H  3.456  -1.970  3.129
H  1.923  -1.861  0.630
H  1.898  -0.287  1.370
H  6.332  -0.187  0.901
H  6.996  1.900  -0.158
H  6.448  1.940  1.504
H  3.553  1.697  -0.691
H  2.948  3.900  1.255
H  2.995  4.056  -0.558
H  1.491  1.681  0.116
H  0.839  3.025  1.043
H  1.416  3.062  -1.968
H  0.321  4.210  -1.110
H  -0.422  1.764  -2.410
H  -0.448  1.361  -0.707
H  -1.787  3.779  -0.679
H  -2.191  3.102  -2.320
H  -3.249  1.240  -1.509
H  -2.399  1.256  0.035
H  -3.942  2.449  1.094
H  -4.152  3.634  -0.186
H  -6.264  2.580  -0.375
H  -5.348  1.409  -1.290
H  -3.769  -0.715  0.308
H  -4.475  -1.419  1.754
H  -3.505  0.111  1.895
H  -6.972  0.352  3.122
H  -5.486  1.284  3.205
H  -6.944  2.074  2.550
H  -6.298  -0.552  -1.787
H  -7.722  -2.258  -2.720
H  -9.230  -3.572  -1.250
H  -9.293  -3.128  1.155
H  -7.834  -1.403  2.135
H  4.108  1.630  2.178
H  7.135  -2.106  0.506
H  6.699  -3.797  0.574
H  6.395  -2.741  1.980
H  4.226  -4.914  0.176
H  2.674  -3.949  0.069
H  3.604  -4.124  1.610
H  3.739  -2.090  -2.087
H  5.405  -1.442  -1.952
H  5.172  -3.195  -2.145
N  -3.774  0.893  5.144
C  -4.171  -0.341  5.459
C  -4.332  -0.791  6.759
C  -4.064  0.087  7.796
C  -3.650  1.373  7.492
C  -3.523  1.723  6.156
H  -4.367  -0.995  4.615
H  -4.660  -1.803  6.954
H  -4.178  -0.226  8.826
H  -3.430  2.090  8.271
H  -3.206  2.721  5.872
N  1.363  -3.829  -3.092
C  1.757  -3.745  -4.363
C  2.402  -4.770  -5.038
C  2.658  -5.947  -4.355
C  2.259  -6.054  -3.033
C  1.617  -4.972  -2.454
H  1.538  -2.804  -4.858
H  2.696  -4.647  -6.072
H  3.161  -6.770  -4.847
H  2.441  -6.956  -2.463
H  1.280  -5.009  -1.423
N  3.285  4.137  -6.175
C  4.189  5.013  -5.739
C  4.868  4.885  -4.536
C  4.588  3.787  -3.741
C  3.649  2.866  -4.177
C  3.030  3.086  -5.398
H  4.373  5.857  -6.394
H  5.594  5.627  -4.233
H  5.095  3.648  -2.792
H  3.402  1.993  -3.585
H  2.292  2.390  -5.782